1.
Molecular formula: C14H24BF10N3O8PTi
Method: DFT, wB97M-V/def2-TZVPD

Charge = -2
2S+1 = 2
ΔE to the lowest compared entry with this formula, charge and spin = 43.8 kcal per mole
Kohn-Sham gap (alpha / beta) = 5.81 / 6.51 eV
Lowest unoccupied orbital energy (alpha / beta) = 4.18 / 4.18 eV

```
62
Properties=species:S:1:pos:R:3:lowdin_charge:R:1
Ti -0.37 -0.74 -0.60 1.12
O 0.90 -2.50 -0.11 -0.13
C 2.00 -2.96 -0.85 -0.19
C 1.47 -3.14 -2.27 -0.14
N 0.74 -1.94 -2.65 -0.20
C 1.58 -0.89 -3.20 -0.10
C 0.73 0.42 -3.15 -0.61
O 0.87 1.27 -4.03 0.01
O -0.08 0.48 -2.18 -0.12
C -0.39 -2.23 -3.50 -0.08
C -1.68 -2.48 -2.63 -0.62
O -2.50 -3.29 -3.07 0.01
O -1.76 -1.77 -1.60 -0.08
H 1.14 -2.48 0.83 0.09
H 2.82 -2.23 -0.81 0.11
H 2.36 -3.92 -0.46 0.13
H 2.29 -3.37 -2.98 0.13
H 0.77 -3.97 -2.26 0.13
H 2.46 -0.74 -2.57 0.12
H 1.91 -1.09 -4.24 0.13
H -0.62 -1.37 -4.14 0.13
H -0.22 -3.09 -4.17 0.12
F 2.07 -1.22 2.12 -0.15
P 3.40 -1.83 2.83 0.19
F 4.26 -1.57 1.48 -0.16
F 2.56 -2.10 4.19 -0.17
F 3.80 -0.34 3.38 -0.18
F 4.73 -2.44 3.55 -0.19
F 3.01 -3.31 2.28 -0.17
C 2.03 1.84 1.73 -0.07
O 0.94 1.29 0.99 -0.12
C 1.26 0.34 0.10 -0.50
O 2.34 0.14 -0.44 0.00
H 2.09 1.36 2.70 0.08
H 1.85 2.91 1.84 0.07
H 2.97 1.67 1.19 0.08
F -1.39 -3.34 0.67 0.16
B -1.76 -2.29 1.47 -1.33
F -2.07 -2.72 2.74 0.15
F -2.82 -1.58 0.94 0.14
F -0.65 -1.38 1.53 0.06
C -2.36 2.36 -1.88 -0.03
N -2.51 2.63 -0.47 -0.08
C -2.61 4.00 -0.04 -0.16
C -1.56 4.30 1.03 -0.15
C -1.83 3.38 2.22 -0.18
N -2.20 2.05 1.77 -0.07
C -1.96 1.03 2.76 -0.03
C -1.95 1.70 0.43 -0.32
O -1.46 0.61 0.07 -0.06
H -1.42 2.76 -2.29 0.10
H -3.21 2.79 -2.41 0.09
H -2.34 1.28 -2.02 0.09
H -3.61 4.19 0.39 0.12
H -2.49 4.66 -0.91 0.12
H -1.60 5.35 1.34 0.11
H -0.57 4.09 0.63 0.12
H -2.66 3.77 2.82 0.12
H -0.94 3.33 2.86 0.12
H -2.42 1.37 3.70 0.09
H -0.90 0.83 2.92 0.10
H -2.44 0.11 2.43 0.08
```

2.
Molecular formula: C14H24BF5O7
Method: DFT, wB97M-V/def2-TZVPD

Charge = -2
2S+1 = 1
Kohn-Sham gap = 4.65 eV
Lowest unoccupied orbital energy = 4.58 eV

```
51
Properties=species:S:1:pos:R:3:lowdin_charge:R:1
O -0.03 0.22 -1.51 -0.14
C -0.28 -0.92 -0.98 -0.61
O -1.02 -1.02 0.05 -0.13
B 0.49 -2.27 -1.52 -0.61
O 0.88 -2.21 -3.00 -0.11
C 1.83 -2.50 -0.58 -0.16
C 2.43 -3.90 -0.66 -0.23
C 3.23 -4.20 -1.93 -0.10
C 4.67 -3.75 -1.98 -0.40
F 5.32 -4.42 -3.01 0.06
F 5.35 -4.10 -0.84 0.08
C 4.99 -2.24 -2.22 -0.55
F 4.06 -1.63 -2.94 0.19
F 6.17 -2.09 -2.87 0.12
F 5.11 -1.59 -1.06 0.16
H -0.25 -3.29 -1.37 0.09
H 0.59 -3.03 -3.40 0.01
H 1.54 -2.30 0.46 0.09
H 2.57 -1.74 -0.85 0.08
H 3.04 -4.21 0.20 0.09
H 1.57 -4.60 -0.70 0.09
H 2.72 -3.80 -2.81 0.12
H 3.35 -5.29 -2.06 0.12
O 0.30 2.21 3.90 0.05
C 0.05 2.64 2.79 -0.55
O 0.36 1.93 1.72 0.02
C 0.10 2.40 0.36 -0.22
C 1.24 3.25 -0.12 -0.07
C -0.58 4.02 2.65 0.00
H -0.85 2.94 0.36 0.09
H -0.04 1.51 -0.29 0.07
H 1.40 4.15 0.49 0.06
H 1.05 3.56 -1.15 0.08
H 2.16 2.66 -0.12 0.08
H 0.23 4.75 2.60 0.08
H -1.17 4.21 3.54 0.08
H -1.20 4.14 1.77 0.06
O -5.06 4.14 1.63 0.06
C -4.78 2.96 1.63 -0.55
O -3.66 2.55 1.06 0.00
C -3.20 1.16 1.14 -0.20
C -3.81 0.29 0.08 -0.07
C -5.75 1.94 2.21 0.00
H -3.36 0.80 2.15 0.12
H -2.13 1.21 0.97 0.09
H -4.90 0.19 0.20 0.06
H -3.32 -0.69 0.12 0.07
H -3.58 0.70 -0.90 0.09
H -6.44 1.65 1.42 0.09
H -6.31 2.42 3.00 0.08
H -5.27 1.04 2.58 0.07
```

3.
Molecular formula: C14H24BrClFN3O4
Method: DFT, wB97M-V/def2-TZVPD

2S+1 = 1
Kohn-Sham gap = 3.96 eV
Lowest unoccupied orbital energy = -1.53 eV

```
48
Properties=species:S:1:pos:R:3:lowdin_charge:R:1
C 3.04 -1.56 1.30 -0.10
C 2.45 -1.21 2.78 -0.20
C 2.18 0.36 2.93 -0.15
O 0.77 0.75 2.85 -0.07
N 0.45 1.22 1.63 -0.07
C -0.16 0.25 0.74 -0.10
O -0.48 -1.11 1.05 -0.02
C -1.70 -1.00 1.89 -0.11
C -3.00 -1.58 1.16 -0.19
O -2.92 -3.00 0.89 -0.20
C -3.78 -3.39 -0.22 -0.24
C -2.82 -3.55 -1.53 -0.07
C -0.37 1.06 -0.55 0.01
C -0.99 0.54 -1.92 -0.06
C -0.05 -0.49 -2.70 -0.67
O -0.29 -1.72 -2.66 -0.03
Cl 1.38 0.02 -3.72 0.61
N 0.11 2.42 -0.32 -0.09
N 0.04 3.33 -1.36 -0.01
C 1.31 4.11 -1.55 -0.25
C 2.65 3.23 -1.58 -0.10
C 0.60 2.52 1.04 -0.47
Br 1.32 4.12 1.91 0.80
H 2.68 -0.74 0.59 0.07
H 4.19 -1.62 1.36 0.08
H 2.68 -2.58 0.93 0.08
H 3.30 -1.48 3.52 0.11
H 1.56 -1.87 3.05 0.11
H 2.80 0.98 2.19 0.14
H 2.55 0.66 3.98 0.14
H -1.57 -1.56 2.89 0.15
H -1.91 0.11 2.10 0.14
H -3.91 -1.43 1.87 0.14
H -3.28 -0.99 0.20 0.13
H -4.30 -4.40 -0.02 0.12
H -4.62 -2.64 -0.43 0.11
H -1.73 -3.59 -1.14 0.09
H -3.07 -4.54 -2.03 0.07
H -2.93 -2.65 -2.25 0.08
H -1.24 1.47 -2.56 0.13
H -2.01 0.06 -1.67 0.12
H -0.72 4.01 -1.19 0.16
H 1.37 5.00 -0.83 0.08
H 1.22 4.59 -2.60 0.13
H 3.01 3.03 -2.65 0.09
H 3.47 3.88 -1.08 0.08
H 2.61 2.26 -0.98 0.06
F 0.12 -1.29 -5.30 -0.84
```

4.
Molecular formula: C14H24GeN2OSe4TeTi
Method: DFT, wB97M-V/def2-TZVPD

Charge = -1
2S+1 = 2
ΔE to the lowest compared entry with this formula, charge and spin = 36.8 kcal per mole
Kohn-Sham gap (alpha / beta) = 6.02 / 5.14 eV
Lowest unoccupied orbital energy (alpha / beta) = 2.07 / 1.18 eV

```
48
Properties=species:S:1:pos:R:3:lowdin_charge:R:1
Ti 0.00 0.20 0.53 -0.28
Se 1.97 -0.09 -1.22 0.11
Se 2.55 0.10 0.94 0.05
Te -0.10 2.00 2.79 0.23
Se -0.73 -0.45 2.81 -0.09
Se -1.17 4.13 -2.48 0.40
C -0.57 2.86 -1.34 -0.91
N -0.19 2.06 -0.60 -0.11
C -0.65 -5.96 4.05 -0.12
C 0.65 -5.79 3.28 -0.28
C 0.47 -5.05 1.95 -0.31
C -0.03 -3.61 2.11 -0.42
Ge 0.01 -2.50 0.46 0.71
C -1.60 -3.06 -0.60 -0.37
C -1.81 -4.56 -0.84 -0.30
C -0.65 -5.24 -1.57 -0.30
C -0.34 -4.63 -2.93 -0.12
H -0.51 -6.57 4.95 0.06
H -1.41 -6.46 3.43 0.07
H -1.06 -5.00 4.36 0.06
H 1.09 -6.77 3.08 0.10
H 1.37 -5.24 3.89 0.10
H -0.22 -5.62 1.32 0.08
H 1.42 -5.04 1.41 0.09
H 0.60 -3.10 2.85 0.04
H -1.05 -3.58 2.51 0.05
H 1.27 -3.03 -0.29 -0.05
H -1.58 -2.52 -1.54 0.04
H -2.45 -2.65 -0.04 0.05
H -2.72 -4.71 -1.44 0.10
H -1.98 -5.07 0.11 0.09
H -0.88 -6.31 -1.70 0.10
H 0.25 -5.20 -0.95 0.07
H -1.23 -4.60 -3.56 0.07
H 0.43 -5.19 -3.45 0.06
H 0.02 -3.60 -2.82 0.06
O -1.83 -0.09 -0.37 -0.30
N -2.76 0.83 -0.51 -0.16
C -3.07 1.68 0.49 -0.03
C -4.05 2.63 0.29 -0.02
C -4.71 2.71 -0.92 -0.06
C -4.37 1.81 -1.93 -0.05
C -3.39 0.88 -1.70 0.00
H -2.51 1.57 1.40 0.01
H -4.25 3.32 1.09 0.12
H -5.46 3.47 -1.10 0.11
H -4.85 1.85 -2.90 0.11
H -3.03 0.16 -2.41 0.15
```

5.
Molecular formula: C14H24HfN2O5S
Method: DFT, wB97M-V/def2-TZVPD

Charge = +4
2S+1 = 1
Kohn-Sham gap = 8.66 eV
Lowest unoccupied orbital energy = -13.86 eV

```
47
Properties=species:S:1:pos:R:3:lowdin_charge:R:1
Hf 0.30 0.00 -0.19 1.73
C -1.12 0.52 -3.00 -0.06
C -1.99 -0.44 -2.26 -0.08
O -1.74 -0.26 -0.84 -0.29
C -2.87 0.23 -0.05 -0.05
C -2.34 1.50 0.64 -0.01
O -1.07 0.94 1.20 -0.30
C -0.48 1.69 2.38 0.00
C 0.70 0.82 2.81 -0.10
O 1.43 0.52 1.63 -0.28
C 2.76 1.02 1.43 -0.10
C 2.72 2.13 0.40 -0.01
O 1.73 1.63 -0.61 -0.29
C 1.72 2.36 -1.82 -0.11
C 1.09 1.48 -2.87 -0.07
O 0.07 0.74 -2.17 -0.30
H -1.57 1.50 -3.05 0.15
H -0.88 0.19 -4.07 0.21
H -1.70 -1.49 -2.52 0.17
H -3.02 -0.36 -2.55 0.16
H -3.18 -0.56 0.61 0.14
H -3.68 0.42 -0.68 0.14
H -3.00 1.86 1.43 0.17
H -2.11 2.23 -0.16 0.16
H -1.31 1.86 3.07 0.16
H -0.09 2.64 2.02 0.15
H 0.32 -0.11 3.21 0.15
H 1.24 1.29 3.60 0.17
H 3.35 0.16 1.06 0.15
H 3.21 1.33 2.35 0.16
H 3.71 2.26 -0.14 0.19
H 2.31 3.05 0.86 0.16
H 2.71 2.70 -2.13 0.17
H 1.14 3.30 -1.69 0.17
H 1.79 0.76 -3.26 0.15
H 0.72 1.99 -3.74 0.16
S 1.95 -1.85 -0.80 0.81
C 0.81 -2.78 0.13 -0.70
N 0.87 -4.12 0.28 0.17
C -0.04 -4.82 0.98 0.08
C -1.08 -4.13 1.53 0.06
C -1.14 -2.73 1.39 0.04
N -0.17 -2.08 0.70 -0.06
H 1.58 -4.72 -0.16 0.21
H 0.08 -5.89 1.03 0.18
H -1.80 -4.63 2.14 0.15
H -1.91 -2.16 1.86 0.14
```

6.
Molecular formula: C14H24I2N2O2PS
Method: DFT, wB97M-V/def2-TZVPD

Charge = +1
2S+1 = 1
ΔE to the lowest compared entry with this formula, charge and spin = 0.0 kcal per mole
Kohn-Sham gap = 7.57 eV
Lowest unoccupied orbital energy = -3.42 eV

```
46
Properties=species:S:1:pos:R:3:lowdin_charge:R:1
C 6.78 2.01 -0.86 -0.20
C 5.43 2.65 -1.05 -0.77
I 5.39 4.47 -2.14 0.96
C 4.31 2.11 -0.58 -0.71
I 4.38 0.29 0.51 1.01
C 2.97 2.68 -0.78 -0.35
C 1.97 1.93 -1.27 -0.06
N 0.90 2.80 -1.36 -0.20
P -0.69 2.30 -1.96 0.41
S -0.91 0.40 -1.93 0.28
C 1.23 4.00 -0.93 -0.08
N 2.51 3.95 -0.58 0.15
H 7.06 1.93 0.19 0.08
H 7.55 2.53 -1.43 0.06
H 6.72 1.01 -1.29 0.07
H 2.00 0.90 -1.56 0.11
H -0.77 2.78 -3.28 0.00
H -1.66 2.99 -1.20 0.00
H 0.60 4.86 -0.89 0.16
H 3.06 4.71 -0.23 0.15
C -1.46 -4.50 0.41 -0.17
C -0.94 -3.44 -0.55 -0.18
C 0.26 -2.90 0.20 -0.22
O 0.78 -3.98 0.97 -0.14
C -0.17 -5.06 0.98 -0.20
H -2.08 -5.26 -0.07 0.11
H -2.05 -4.02 1.20 0.11
H -0.63 -3.90 -1.49 0.12
H -1.68 -2.66 -0.79 0.09
H -0.03 -2.09 0.88 0.11
H 1.04 -2.52 -0.47 0.11
H 0.23 -5.86 0.35 0.12
H -0.28 -5.44 1.99 0.12
C -5.00 -0.08 1.81 -0.16
C -3.92 1.00 1.90 -0.17
C -2.66 0.21 1.58 -0.22
O -3.05 -0.84 0.69 -0.18
C -4.48 -0.93 0.66 -0.19
H -6.00 0.31 1.64 0.12
H -5.01 -0.66 2.74 0.12
H -4.10 1.76 1.13 0.11
H -3.88 1.50 2.86 0.11
H -2.24 -0.24 2.48 0.12
H -1.89 0.82 1.09 0.08
H -4.83 -0.55 -0.30 0.12
H -4.78 -1.98 0.75 0.12
```

7.
Molecular formula: C14H24I2N3SSiTi
Method: DFT, wB97M-V/def2-TZVPD

Charge = +3
2S+1 = 1
ΔE to the lowest compared entry with this formula, charge and spin = 0.0 kcal per mole
Kohn-Sham gap = 6.88 eV
Lowest unoccupied orbital energy = -11.40 eV

```
46
Properties=species:S:1:pos:R:3:lowdin_charge:R:1
Ti 1.22 0.80 -0.17 0.43
I 4.21 0.69 -0.98 1.04
C 4.32 2.80 -0.56 -0.95
I 2.51 3.43 0.43 1.02
H 4.40 3.33 -1.50 0.00
H 5.17 2.98 0.09 0.00
C -3.42 2.93 -1.20 0.01
N -3.42 1.97 -0.11 -0.12
C -4.69 1.42 0.41 -0.05
C -4.26 0.65 1.67 -0.06
N -2.79 0.68 1.55 0.07
C -2.41 1.49 0.57 -0.67
S -0.76 2.02 0.30 0.71
H -3.86 2.48 -2.09 0.11
H -2.41 3.25 -1.42 0.07
H -4.02 3.80 -0.92 0.12
H -5.15 0.78 -0.34 0.14
H -5.39 2.23 0.62 0.15
H -4.63 -0.37 1.68 0.14
H -4.57 1.14 2.59 0.14
H -2.18 0.30 2.25 0.16
C -1.66 -1.59 -1.21 -0.14
Si 0.18 -1.73 -1.54 0.57
C 0.92 -3.33 -2.12 -0.13
C 0.75 -0.21 -2.63 -0.14
N 0.87 -0.94 -0.05 -0.16
C 1.73 -1.28 0.98 -0.37
C 2.59 -2.38 0.97 0.00
C 3.57 -2.48 1.94 0.01
C 3.73 -1.47 2.90 0.00
C 2.87 -0.39 2.94 -0.02
C 1.84 -0.29 2.00 -0.12
H -2.22 -2.33 -1.79 0.06
H -2.03 -0.61 -1.48 0.03
H -1.88 -1.78 -0.15 0.04
H 0.49 -3.58 -3.10 0.07
H 0.67 -4.15 -1.45 0.06
H 2.00 -3.30 -2.25 0.05
H 0.01 0.01 -3.40 0.08
H 1.70 -0.41 -3.12 0.05
H 0.86 0.76 -2.07 -0.03
H 2.48 -3.14 0.21 0.12
H 4.21 -3.34 1.95 0.14
H 4.51 -1.56 3.65 0.14
H 2.95 0.34 3.74 0.14
H 1.00 0.38 2.19 0.09
```

8.
Molecular formula: C14H24N2O3S
Method: DFT, wB97M-V/def2-TZVPD

2S+1 = 1
SMILES = CCN(CC)CCCNS(=O)(=O)c1ccc(OC)cc1
ΔE to the lowest compared entry with this formula, charge and spin = 56.8 kcal per mole
Kohn-Sham gap = 9.01 eV
Lowest unoccupied orbital energy = 0.65 eV

```
44
Properties=species:S:1:pos:R:3:lowdin_charge:R:1
C -1.21 -0.46 -2.02 -0.08
H -1.49 -0.80 -1.03 0.05
H -1.00 -1.34 -2.63 0.07
H -2.05 0.07 -2.46 0.08
C 0.00 0.45 -1.97 -0.25
N -0.28 1.67 -1.24 -0.19
C 0.64 2.76 -1.55 -0.27
C 0.06 4.11 -1.14 -0.09
H 0.70 4.91 -1.50 0.07
H -0.93 4.23 -1.59 0.08
H -0.04 4.19 -0.07 0.06
H 0.80 2.76 -2.63 0.11
H 1.62 2.61 -1.06 0.12
C -0.47 1.45 0.18 -0.20
H 0.25 2.04 0.76 0.13
C -1.89 1.79 0.64 -0.16
C -2.21 1.17 2.00 -0.23
N -2.27 -0.27 1.91 -0.13
S -1.37 -1.22 2.95 0.65
O -2.15 -2.40 3.19 -0.29
O -0.91 -0.44 4.05 -0.29
C 0.01 -1.64 1.91 -0.30
C -0.18 -2.53 0.87 -0.06
C 0.85 -2.80 -0.01 -0.01
C 2.09 -2.17 0.16 -0.28
C 2.27 -1.29 1.23 0.01
C 1.24 -1.02 2.10 -0.06
H 1.35 -0.34 2.93 0.12
H 3.24 -0.82 1.34 0.12
O 3.16 -2.34 -0.65 -0.08
C 3.04 -3.20 -1.76 -0.08
H 2.27 -2.86 -2.46 0.09
H 4.01 -3.17 -2.26 0.10
H 2.83 -4.23 -1.45 0.10
H 0.69 -3.49 -0.82 0.11
H -1.14 -3.01 0.76 0.12
H -3.18 -0.66 1.74 0.11
H -1.41 1.40 2.71 0.11
H -3.14 1.58 2.39 0.12
H -2.02 2.88 0.70 0.11
H -2.60 1.41 -0.10 0.11
H -0.29 0.40 0.42 0.09
H 0.28 0.72 -2.99 0.11
H 0.86 -0.10 -1.53 0.11
```

9.
Molecular formula: C14H24N2Si2
Method: DFT, wB97M-V/def2-TZVPD

2S+1 = 1
SMILES = C[Si](C)(C)N1C=CN([Si](C)(C)C)c2ccccc21
ΔE to the lowest compared entry with this formula, charge and spin = 0.0 kcal per mole
Kohn-Sham gap = 7.39 eV
Lowest unoccupied orbital energy = 0.80 eV

```
42
Properties=species:S:1:pos:R:3:lowdin_charge:R:1
C -1.81 -0.17 1.06 -0.16
C -1.87 0.56 -0.06 -0.13
C 1.41 -3.12 -1.14 -0.10
C 1.39 -2.27 -2.23 -0.09
C 0.59 -2.82 -0.05 -0.04
C 0.68 -1.06 -2.19 -0.04
C -0.11 -1.62 0.05 -0.22
C -0.09 -0.76 -1.07 -0.18
N -0.82 -1.18 1.19 -0.09
N -0.91 0.42 -1.11 -0.08
C -0.76 0.14 3.95 -0.17
C 1.65 0.10 2.19 -0.16
C 0.75 -2.46 3.58 -0.15
C -1.07 1.44 -3.77 -0.17
C 1.37 2.29 -2.06 -0.16
C -1.57 3.30 -1.48 -0.18
Si 0.18 -0.91 2.70 0.51
Si -0.47 1.92 -2.07 0.52
H -2.49 0.01 1.88 0.09
H -2.67 1.27 -0.21 0.09
H 2.04 -3.99 -1.16 0.10
H 2.03 -2.45 -3.07 0.09
H 0.51 -3.52 0.78 0.10
H 0.62 -0.47 -3.10 0.09
H -1.18 1.00 3.43 0.03
H -1.59 -0.45 4.36 0.04
H -0.10 0.47 4.73 0.03
H 2.17 0.35 3.11 0.03
H 1.24 1.01 1.75 0.03
H 2.32 -0.36 1.47 0.03
H 1.67 -2.39 4.12 0.03
H 0.80 -3.28 2.86 0.01
H -0.08 -2.58 4.28 0.02
H -1.83 2.10 -4.19 0.03
H -0.23 1.40 -4.49 0.03
H -1.48 0.45 -3.74 0.02
H 1.74 2.12 -1.06 0.02
H 1.61 3.32 -2.30 0.03
H 1.86 1.57 -2.73 0.03
H -2.55 2.84 -1.57 0.02
H -1.44 3.66 -0.44 0.05
H -1.55 4.12 -2.20 0.04
```

10.
Molecular formula: C14H24N3OS
Method: DFT, wB97M-V/def2-TZVPD

Charge = +1
2S+1 = 1
ΔE to the lowest compared entry with this formula, charge and spin = 14.0 kcal per mole
Kohn-Sham gap = 8.63 eV
Lowest unoccupied orbital energy = -2.91 eV

```
43
Properties=species:S:1:pos:R:3:lowdin_charge:R:1
C -4.34 -1.08 2.36 -0.11
C -2.96 -1.01 1.72 -0.27
C -2.67 0.33 1.06 -0.22
C -3.59 0.62 -0.13 -0.20
C -3.12 1.80 -0.98 -0.16
C -2.18 1.42 -2.12 -0.15
H -2.63 0.64 -2.75 0.12
H -1.96 2.30 -2.74 0.13
O -0.90 0.97 -1.66 -0.02
C -0.71 -0.33 -1.54 -0.43
N -1.59 -1.26 -1.86 -0.20
S -0.96 -2.73 -1.58 1.04
N 0.47 -2.22 -1.04 -0.25
C 0.52 -0.90 -1.06 -0.28
C 1.72 -0.21 -0.63 -0.15
C 1.82 1.12 -0.51 0.00
C 3.09 1.80 -0.08 -0.13
C 4.28 0.84 -0.13 -0.11
N 3.90 -0.45 0.51 -0.15
H 3.47 -0.22 1.41 0.20
C 5.07 -1.32 0.74 0.02
H 5.78 -0.83 1.41 0.11
H 5.56 -1.53 -0.20 0.12
H 4.75 -2.25 1.20 0.12
C 2.87 -1.13 -0.31 -0.07
H 2.49 -2.00 0.21 0.14
H 3.33 -1.47 -1.24 0.16
H 5.14 1.27 0.39 0.14
H 4.56 0.63 -1.16 0.15
H 3.29 2.65 -0.73 0.13
H 2.96 2.20 0.93 0.13
H 0.98 1.75 -0.73 0.12
H -3.99 2.28 -1.45 0.12
H -2.64 2.55 -0.35 0.12
H -4.59 0.84 0.25 0.11
H -3.66 -0.27 -0.76 0.10
H -2.78 1.13 1.79 0.12
H -1.63 0.34 0.72 0.09
H -2.87 -1.81 0.97 0.09
H -2.20 -1.19 2.49 0.10
H -4.46 -0.26 3.08 0.08
H -4.46 -2.02 2.90 0.07
H -5.12 -1.01 1.62 0.07
```